Entry 1:
{"formula": "C2H6N3O3", "method": "ωB97M-V/def2-TZVPD", "species": ["C", "C", "N", "N", "N", "O", "O", "O", "H", "H", "H", "H", "H", "H"], "xyz": [[0.198, -0.927, -0.654], [-1.179, 0.837, 0.115], [0.308, -2.125, -0.773], [2.580, -0.076, 0.200], [-0.381, 0.173, -0.859], [3.526, 0.643, 0.775], [2.703, -0.174, -0.993], [1.600, -0.435, 0.792], [-1.001, 1.846, 0.273], [-1.176, 0.133, 0.886], [-2.232, 0.749, -0.164], [0.706, -2.908, -0.381], [3.302, 0.788, 1.733], [0.206, 0.768, -1.425]], "atomic_forces_ev_per_a": [[-0.47, -6.26, -0.61], [-2.97, -1.94, -0.36], [-1.97, 5.19, -0.76], [4.83, 1.51, 5.29], [1.40, 2.14, -2.11], [1.27, 1.46, 1.28], [-0.25, -0.69, -7.23], [-4.48, -1.62, 2.54], [1.07, 1.53, 0.58], [0.25, -0.01, 2.40], [-0.01, 0.31, -0.56], [1.53, -1.73, 1.03], [-0.05, -0.27, -0.92], [-0.15, 0.36, -0.60]], "e_lumo_ha": [-0.145, -0.323], "s_squared": 2.011, "e_tot_ev": -12766.63715, "gap_ev": [8.256, 6.888], "spin_multiplicity": 3, "total_charge": 1}



Entry 2:
{"formula": "C19H27FN2O2", "method": "ωB97M-V/def2-TZVPD", "species": ["O", "C", "N", "H", "C", "H", "H", "C", "N", "C", "H", "C", "H", "O", "C", "H", "C", "H", "H", "H", "H", "H", "C", "C", "C", "C", "C", "H", "H", "H", "H", "H", "H", "H", "H", "H", "H", "C", "C", "C", "C", "C", "C", "C", "H", "H", "H", "H", "F", "H", "H"], "xyz": [[0.864, 2.945, 0.549], [1.356, 2.253, -0.315], [0.667, 1.343, -1.032], [1.135, 0.814, -1.750], [-0.758, 1.174, -0.896], [-1.204, 1.187, -1.897], [-1.110, 2.046, -0.338], [-1.242, -0.100, -0.156], [-2.714, -0.070, -0.042], [-3.488, -0.142, -1.271], [-3.091, -0.903, -1.939], [-4.926, -0.527, -0.908], [-5.551, -0.570, -1.802], [-5.517, 0.425, -0.058], [-4.741, 0.584, 1.106], [-5.230, 1.361, 1.696], [-3.302, 0.984, 0.771], [-2.753, 1.110, 1.700], [-3.328, 1.950, 0.238], [-4.728, -0.357, 1.676], [-4.918, -1.512, -0.417], [-3.514, 0.825, -1.802], [-0.687, -0.168, 1.282], [0.722, -0.736, 1.429], [0.851, -2.089, 0.749], [0.532, -1.922, -0.727], [-0.886, -1.390, -0.925], [-1.041, -1.234, -1.994], [-1.586, -2.158, -0.588], [1.262, -1.250, -1.176], [0.613, -2.882, -1.244], [1.864, -2.477, 0.876], [0.154, -2.798, 1.199], [1.452, -0.048, 1.006], [0.944, -0.827, 2.495], [-1.373, -0.793, 1.857], [-0.683, 0.834, 1.713], [2.844, 2.329, -0.687], [3.552, 1.103, -0.194], [3.743, -0.005, -1.009], [4.354, -1.163, -0.571], [4.791, -1.229, 0.740], [4.614, -0.144, 1.581], [4.003, 1.008, 1.118], [3.859, 1.850, 1.778], [4.953, -0.195, 2.604], [5.268, -2.127, 1.100], [4.475, -1.990, -1.253], [3.303, 0.045, -2.296], [3.255, 3.218, -0.210], [2.940, 2.420, -1.770]], "atomic_forces_ev_per_a": [[-0.12, 0.20, 0.36], [0.58, 0.11, -0.38], [-0.17, -0.31, -0.33], [0.15, 0.14, 0.05], [-0.44, -0.15, 0.25], [-0.01, 0.04, 0.08], [-0.03, -0.08, -0.15], [0.13, -0.03, 0.00], [-0.11, 0.06, -0.05], [-0.35, -0.13, 0.08], [0.01, 0.00, -0.03], [0.22, -0.08, -0.34], [0.05, -0.05, 0.02], [-0.14, 0.11, -0.04], [0.27, 0.22, 0.21], [0.05, -0.05, 0.02], [-0.34, -0.11, 0.11], [0.02, 0.04, 0.02], [0.03, 0.00, 0.09], [0.02, 0.09, 0.00], [0.02, 0.05, -0.07], [0.02, -0.08, -0.05], [0.24, 0.12, -0.10], [-0.11, -0.12, 0.10], [0.20, 0.24, -0.12], [-0.15, -0.17, 0.12], [0.18, 0.14, -0.02], [-0.13, -0.04, -0.04], [-0.08, -0.03, -0.05], [0.12, -0.02, -0.06], [0.05, 0.04, -0.08], [-0.02, -0.07, 0.03], [-0.04, -0.11, 0.05], [0.06, -0.05, 0.05], [0.05, 0.07, 0.02], [-0.08, 0.01, 0.04], [-0.12, 0.02, 0.08], [-0.24, 0.13, 0.09], [0.17, -0.20, -0.22], [0.08, 0.07, 0.25], [-0.09, 0.06, -0.17], [-0.02, 0.03, 0.00], [0.03, -0.01, 0.13], [0.02, -0.07, -0.13], [-0.02, 0.11, 0.08], [0.03, 0.00, 0.10], [0.04, -0.08, 0.03], [0.00, -0.08, -0.09], [-0.02, 0.02, 0.11], [-0.08, -0.05, -0.06], [0.03, 0.04, 0.05]], "e_lumo_ha": 0.027, "e_tot_ev": -29934.53642, "smiles": "O=C(Cc1ccccc1F)NCC1(N2CCOCC2)CCCCC1", "gap_ev": 9.065}



Entry 3:
{"formula": "C9H10CrN2O4S", "method": "ωB97M-V/def2-TZVPD", "species": ["Cr", "O", "C", "C", "O", "C", "O", "C", "O", "C", "H", "H", "C", "H", "H", "S", "C", "N", "C", "C", "N", "H", "H", "H", "H", "H", "H"], "xyz": [[0.656, 0.850, 0.613], [-1.003, -0.377, -1.607], [-0.498, 0.170, -0.716], [-0.310, 2.051, 1.828], [-0.627, 2.794, 2.649], [-0.637, -0.168, 1.502], [-1.480, -0.796, 2.027], [-0.033, 2.353, -0.356], [-0.514, 3.244, -0.952], [-4.216, 1.707, -0.114], [-3.882, 2.054, -1.052], [-4.303, 0.671, 0.039], [-3.998, 2.484, 0.967], [-3.954, 2.019, 1.908], [-3.498, 3.397, 0.820], [2.769, 0.611, 1.154], [2.136, -0.681, 0.120], [1.882, -2.000, 0.488], [2.268, -3.001, -0.496], [2.648, -2.182, -1.683], [2.483, -0.819, -1.207], [1.378, -2.286, 1.303], [1.477, -3.718, -0.702], [3.101, -3.587, -0.121], [2.033, -2.376, -2.558], [3.673, -2.350, -1.996], [2.449, -0.064, -1.858]], "atomic_forces_ev_per_a": [[-1.32, 1.79, 0.79], [1.30, 2.14, 3.25], [-1.35, -3.40, -5.12], [0.21, 3.18, 4.39], [0.51, -2.45, -2.82], [-3.96, -5.08, 3.85], [3.56, 3.03, -2.34], [-1.13, 5.77, -4.39], [1.99, -4.25, 2.89], [0.39, -1.15, -1.60], [-0.43, 0.44, -1.38], [-0.90, -1.37, -0.08], [0.81, 0.87, 1.43], [-0.61, -0.18, 1.52], [0.02, 1.61, 0.09], [-0.97, -0.20, -0.46], [1.73, -3.96, -2.18], [-0.25, 1.38, 0.61], [-0.34, -0.76, 0.39], [0.11, 0.24, -1.11], [-0.24, 1.24, 1.15], [0.29, 0.06, 0.87], [-0.28, 0.09, 0.15], [0.20, 0.03, 0.31], [-0.20, 0.13, -0.08], [0.23, 0.12, 0.05], [0.62, 0.69, -0.17]], "e_lumo_ha": [-0.474, -0.582], "s_squared": 3.882, "e_tot_ev": -59884.00592, "gap_ev": [6.896, 3.740], "spin_multiplicity": 4, "total_charge": 3}



Entry 4:
{"formula": "C8H10Si", "method": "ωB97M-V/def2-TZVPD", "species": ["C", "C", "C", "C", "C", "C", "C", "C", "Si", "H", "H", "H", "H", "H", "H", "H", "H", "H", "H"], "xyz": [[-0.181, -1.564, 2.172], [-0.578, -0.271, 2.643], [0.050, -1.727, 0.790], [-0.632, 0.777, 1.722], [0.024, -0.657, -0.117], [-0.315, 0.633, 0.322], [0.395, -0.821, -1.575], [0.637, 0.626, -2.240], [-0.191, 1.967, -1.098], [-0.101, -2.524, 2.820], [-0.816, 0.077, 3.616], [0.425, -2.672, 0.311], [-0.966, 1.692, 2.264], [1.361, -1.229, -1.701], [-0.515, -1.356, -1.886], [1.581, 0.940, -2.452], [0.275, 0.427, -3.197], [-1.382, 2.607, -1.651], [0.929, 3.079, -0.742]], "atomic_forces_ev_per_a": [[-0.41, -0.95, 0.16], [0.80, -0.79, -2.31], [0.79, -0.36, -0.02], [-0.18, 0.07, -0.18], [0.49, 1.15, 0.92], [-0.70, 0.82, 1.24], [-0.43, 2.52, 1.12], [-3.95, -1.07, 1.79], [2.30, -1.10, 0.62], [-0.16, 2.05, -0.92], [-0.05, -0.76, 1.08], [-0.61, 0.62, 1.06], [0.41, -0.20, -1.34], [0.53, -1.71, -0.06], [0.88, -0.01, -1.28], [3.26, 0.22, 0.17], [-1.19, 0.54, -1.84], [-0.34, 0.11, 0.16], [-1.44, -1.15, -0.38]], "e_lumo_ha": 0.035, "e_tot_ev": -16334.21027, "smiles": "c1ccc2c(c1)CC[SiH2]2", "gap_ev": 10.030}



Entry 5:
{"formula": "C6H12O2", "method": "ωB97M-V/def2-TZVPD", "species": ["C", "C", "C", "C", "C", "C", "H", "H", "H", "H", "H", "H", "H", "H", "H", "H", "O", "H", "H", "O"], "xyz": [[0.461, 0.060, 2.046], [0.372, -0.852, 3.019], [-0.253, 0.394, -0.330], [0.222, -0.344, 0.678], [-0.390, 0.991, -2.720], [-0.240, 0.004, -1.795], [0.664, 1.204, 2.376], [0.529, -0.553, 4.056], [0.270, -1.969, 3.008], [-0.693, 1.277, 0.182], [0.583, -1.339, 0.385], [-0.531, 2.013, -2.580], [-0.279, 0.782, -3.783], [0.057, -1.032, -2.009], [2.140, 0.337, -1.361], [2.701, 0.480, 0.069], [2.757, -0.112, -0.688], [-2.598, -0.028, 0.418], [-2.596, -0.723, -0.885], [-3.175, -0.589, -0.085]], "atomic_forces_ev_per_a": [[-0.48, 1.53, -1.27], [0.60, -1.50, 2.98], [-1.07, 0.47, -2.36], [1.72, -1.51, 1.46], [0.32, -1.70, -2.37], [0.07, 1.95, 3.92], [-0.78, -2.58, -1.01], [0.14, 0.22, -0.03], [-0.16, 1.21, -0.93], [0.09, 0.47, -1.75], [-0.08, 0.03, 0.56], [-0.27, 1.46, 1.02], [-0.13, -0.33, 0.01], [-0.19, 0.47, -0.07], [1.06, -1.08, 1.51], [-0.23, -0.21, 0.08], [-0.51, 1.18, -1.78], [0.55, 0.38, 0.62], [-0.77, 0.16, 1.04], [0.14, -0.61, -1.64]], "e_lumo_ha": [0.149, 0.148], "s_squared": 0.786, "e_tot_ev": -10508.67481, "gap_ev": [4.373, 7.603], "spin_multiplicity": 2, "total_charge": -1}



Entry 6:
{"formula": "C2H12N2O3", "method": "ωB97M-V/def2-TZVPD", "species": ["C", "N", "C", "N", "H", "H", "H", "H", "H", "H", "H", "H", "O", "H", "H", "O", "H", "H", "O"], "xyz": [[2.013, 1.596, -3.459], [1.263, 0.985, -0.469], [1.722, 0.120, -1.533], [1.990, 0.314, -2.786], [1.379, 1.488, -4.398], [2.988, 1.928, -3.616], [1.468, 2.367, -2.791], [1.284, 2.027, -0.734], [0.431, 0.802, 0.103], [1.983, -0.930, -1.116], [-3.004, 2.624, 1.024], [-1.846, 2.170, 1.871], [-2.061, 2.618, 1.045], [1.255, -3.412, 4.306], [1.629, -4.804, 3.710], [1.994, -4.118, 4.177], [-5.468, -2.056, 1.108], [-4.368, -1.425, 2.005], [-4.651, -2.294, 1.554]], "atomic_forces_ev_per_a": [[-4.45, 0.20, 1.45], [0.73, 2.39, -1.74], [0.00, -0.90, -0.06], [0.60, -0.65, 2.26], [1.17, 0.32, 0.94], [1.59, 0.38, -0.58], [0.78, -0.57, -1.21], [-0.24, -2.30, 0.52], [0.68, -0.47, -0.75], [-0.89, 1.63, -0.86], [-1.03, 0.07, -0.12], [0.05, 0.09, -0.04], [1.02, -0.18, 0.18], [2.00, -2.14, -0.46], [-1.56, -2.51, -1.78], [-0.44, 4.64, 2.24], [-0.11, -0.02, -0.08], [-0.66, -2.10, -1.07], [0.77, 2.11, 1.15]], "e_lumo_ha": 0.002, "e_tot_ev": -11389.61631, "smiles": "C/N=C\\N.O.O.O", "gap_ev": 8.968}



Values of M, in order: 120.1, 334.4, 294.3, 134.3, 116.2, 112.1, all in g/mol.